[1]
Density functional theory data (the ωB97M-V functional and the def2-TZVPD basis) for a structure of composition C17H44CuO17S5.

The LUMO energy (spin up / spin down) is 0.35 / -0.66 eV. Its spin multiplicity is 2. The calculation puts the HOMO energy (spin up / spin down) at -7.2473 / -6.9708 eV. The HOMO-LUMO gap (spin up / spin down) is 7.602 / 6.311 eV. The charge is 0.

Element x y z (Å)
Cu 9.4898 13.3781 11.4371
O 7.5713 13.7298 10.1915
C 7.1273 15.0875 10.3705
C 7.6031 15.7621 11.7654
O 8.9152 15.5145 12.1772
H 6.0437 15.1641 10.2815
H 7.4835 15.6892 9.5343
H 6.9037 15.3123 12.4701
H 7.2946 16.8071 11.7965
O 11.8675 10.4952 13.3638
S 11.4271 10.3052 12.0030
O 10.6694 11.3266 11.2812
O 12.7140 9.8570 11.0934
C 12.5241 9.6171 9.7079
C 13.2890 10.7041 8.9377
C 10.4535 8.7450 11.9352
H 11.5336 9.7186 9.2645
H 12.9024 8.6461 9.3883
H 12.9751 11.7179 9.1861
H 13.0560 10.5141 7.8900
H 14.3745 10.6154 8.9831
H 10.0503 8.5134 10.9493
H 9.6841 8.8732 12.6965
H 11.2105 8.0210 12.2366
O 8.1500 11.3198 12.0444
S 7.2108 10.2392 11.6768
O 7.4531 9.2612 10.5979
O 6.6762 9.4743 13.1240
C 6.0018 8.2204 13.0792
C 6.7756 7.1890 13.9043
C 5.5456 10.9983 11.2458
H 5.8993 7.9130 12.0385
H 5.0002 8.3217 13.4972
H 6.4150 6.1917 13.6527
H 6.6086 7.2523 14.9796
H 7.8304 7.2356 13.6336
H 5.0385 11.4126 12.1172
H 4.8060 10.2920 10.8685
H 5.7417 11.7822 10.5142
O 9.6038 11.4480 7.8266
S 10.1354 12.7588 8.0197
O 10.3533 13.2042 9.4122
O 11.5159 12.8445 7.2242
C 12.3515 13.9598 7.4929
C 13.6666 13.7951 6.7973
C 9.1029 13.8709 6.9871
H 12.4842 14.1026 8.5653
H 11.8884 14.8635 7.0968
H 14.0803 14.7985 6.6965
H 13.5157 13.2076 5.8917
H 14.3621 13.2271 7.4150
H 9.7631 14.6729 6.6570
H 8.3026 14.3213 7.5742
H 8.6888 13.2916 6.1618
O 10.8534 14.0711 15.6424
S 9.8440 13.2306 15.0013
O 9.8962 12.7575 13.5618
O 9.6847 11.8087 16.0031
C 8.7438 10.8460 15.6148
C 8.1182 10.2041 16.8844
C 8.1736 14.1384 15.3742
H 9.1093 10.1096 14.8991
H 7.9572 11.2818 14.9988
H 8.8447 10.0167 17.6751
H 7.6060 9.2689 16.6584
H 7.3687 10.9332 17.1923
H 8.3804 15.2052 15.2894
H 7.8418 13.8274 16.3648
H 7.3729 13.9418 14.6612
O 11.6136 13.9591 11.9278
S 13.0118 14.2550 12.0240
O 13.8646 13.9790 10.8710
O 13.1544 15.9010 12.3357
C 12.2913 16.4516 13.3071
C 12.5456 17.9410 13.5442
C 13.7803 13.5924 13.5559
H 12.4783 15.9340 14.2480
H 11.2128 16.3042 13.2513
H 11.7178 18.5750 13.2266
H 13.4061 18.3004 12.9799
H 12.8160 18.0923 14.5893
H 14.2424 12.6654 13.2165
H 12.9392 13.4468 14.2338
H 14.4180 14.3887 13.9398

[2]
Density functional theory data (the ωB97M-V functional and the def2-TZVPD basis) for a structure of composition C4H3I3.

The LUMO energy (spin up / spin down) is -1.23 / -1.70 eV. The calculation puts the HOMO energy (spin up / spin down) at -8.1154 / -7.8312 eV. The HOMO-LUMO gap (spin up / spin down) is 6.888 / 6.128 eV. The charge is 0.

Element x y z (Å)
C -0.0784 0.0263 -0.7452
C 1.0781 0.1075 -0.0377
C 2.2233 -0.6653 -0.1219
C 4.1367 0.4768 0.6854
I 2.3088 -2.6891 0.1607
I 5.6179 -0.6149 -0.1594
I 3.7231 2.4461 0.1594
H -0.7992 0.8220 -0.6293
H -0.3279 -0.7493 -1.3880
H 1.3989 1.0557 0.6263

[3]
Density functional theory data (the ωB97M-V functional and the def2-TZVPD basis) for a cluster of 3 separate species, C5H13NO in total.

The LUMO energy (spin up / spin down) is -7.20 / -7.21 eV. Its spin multiplicity is 2. The calculation puts the HOMO energy (spin up / spin down) at -13.5879 / -13.5574 eV. The HOMO-LUMO gap (spin up / spin down) is 6.384 / 6.345 eV. The charge is +1.

Element x y z (Å)
C 1.3091 1.1791 0.7324
N 2.4632 0.3140 0.7873
C -2.0876 0.2638 1.3618
C -0.8109 -1.2924 -0.9092
C -1.6984 -0.1155 -1.0908
C -2.1649 0.5915 0.0361
H 0.7438 1.2463 1.6965
H 0.6083 0.7309 0.0045
H 1.5210 2.2222 0.4002
H 2.3450 -0.5608 -0.3613
H -2.5085 0.9543 2.0772
H -1.7314 -0.7301 1.6866
H -0.1968 -1.5365 -1.8469
H -1.3469 -2.2449 -0.6210
H -0.0421 -1.0769 -0.1537
H -1.9623 0.2961 -2.0320
H -2.7101 1.5510 -0.2183
H 3.2595 0.8457 1.1419
H 2.9522 -1.4827 -1.4801
O 2.0577 -1.1551 -1.2113

[4]
Density functional theory data (the ωB97M-V functional and the def2-TZVPD basis) for a structure of composition C42H110NO20Y.

The LUMO energy is -9.63 eV. The calculation puts the HOMO energy at -12.1073 eV. The HOMO-LUMO gap is 2.473 eV. The charge is +2.

Element x y z (Å)
Y -3.5265 -4.0543 4.0245
C -0.5944 -1.8031 -2.2322
C 0.4993 -1.7448 -1.1440
C 1.7868 -0.9740 -1.7623
C 1.3994 0.4745 -2.0289
C 1.1770 1.1150 -0.6027
C 0.0177 0.4369 0.2342
N 0.1170 -1.0405 0.1507
O -0.9215 -1.7272 0.8811
C -1.3408 0.9782 -0.1609
C 0.3061 0.8736 1.6795
C 0.9646 -3.1869 -0.8517
H -1.4753 -2.2695 -1.7912
H -0.4088 -2.5180 -3.0339
H -0.8923 -0.9083 -2.7787
H 2.0935 -1.3272 -2.7468
H 2.5452 -0.9996 -0.9797
H 0.4984 0.6814 -2.6063
H 2.2482 0.9007 -2.5637
H 0.9528 2.1730 -0.7385
H 2.0663 0.9680 0.0102
H -2.1705 0.6432 0.4615
H -1.6202 0.7690 -1.1935
H -1.3825 2.0621 -0.2678
H -0.2984 0.5723 2.5350
H 0.3753 1.9592 1.7488
H 1.2824 0.5172 2.0082
H 1.3998 -3.7272 -1.6924
H 0.1657 -3.7697 -0.3932
H 1.6911 -3.1965 -0.0391
C 2.9038 1.8839 8.1227
C 2.7122 1.6825 9.6052
C 1.4239 2.3409 10.1431
O 2.6331 0.3354 9.8393
H 3.8695 1.4145 7.9349
H 2.8995 2.9370 7.8418
H 2.0285 1.3665 7.7300
H 3.5588 2.1661 10.0924
H 0.4818 1.8388 9.9231
H 1.3217 3.3602 9.7707
H 1.6568 2.4755 11.1994
H 3.4873 -0.0408 9.6145
C 7.0150 4.1252 -0.0287
C 8.5231 3.6280 -0.1157
C 8.8060 2.5948 -1.1155
O 9.3616 4.6093 -0.6223
H 6.3890 3.2358 -0.1021
H 6.7092 4.5121 -1.0008
H 6.6780 4.6533 0.8633
H 9.0020 3.4963 0.8546
H 8.4168 1.6766 -0.6753
H 9.8529 2.2990 -1.1840
H 8.2993 2.8251 -2.0526
H 8.9178 5.0320 -1.3612
C 7.2826 -4.7899 -3.8293
C 7.9236 -3.8181 -4.7407
C 8.1120 -2.4684 -3.9455
O 9.1971 -4.1478 -5.3000
H 7.6155 -4.7243 -2.7935
H 7.3703 -5.8127 -4.1958
H 6.2311 -4.5029 -3.8350
H 7.1001 -3.6799 -5.4413
H 9.0109 -2.5159 -3.3308
H 7.2817 -2.4535 -3.2393
H 7.9212 -1.5050 -4.4184
H 9.1541 -5.0105 -5.7189
C -8.1888 5.2087 -6.5377
C -7.3784 5.1661 -5.2139
C -6.2454 4.1027 -5.2350
O -6.9081 6.5019 -4.9835
H -8.9874 5.9191 -6.3242
H -8.6682 4.2704 -6.8170
H -7.5857 5.4711 -7.4070
H -8.1069 4.9276 -4.4390
H -6.5739 3.0914 -4.9952
H -5.4292 4.3993 -4.5761
H -5.7778 4.0009 -6.2143
H -7.7315 6.9940 -5.0203
C 2.6550 9.5686 -3.6965
C 3.4408 8.3173 -4.1513
C 2.7503 7.0662 -3.7487
O 3.5681 8.3947 -5.5086
H 2.4949 9.6326 -2.6203
H 1.7301 9.5950 -4.2727
H 3.3075 10.3472 -4.0916
H 4.4290 8.4019 -3.6991
H 3.2619 6.1837 -4.1326
H 1.6649 7.0167 -3.8362
H 2.8528 7.1321 -2.6655
H 2.7364 8.4381 -5.9860
C 0.5400 -9.9109 -5.5392
C -0.0300 -9.3876 -6.9053
C 0.4913 -8.0208 -7.1929
O 0.1573 -10.3732 -7.8404
H 0.3699 -9.0775 -4.8575
H 1.6110 -10.1097 -5.4999
H -0.0550 -10.7102 -5.0974
H -1.1198 -9.3662 -6.9015
H -0.0027 -7.2234 -6.6379
H 0.4004 -7.7975 -8.2559
H 1.5321 -7.8941 -6.8948
H -0.3233 -10.0745 -8.6159
C -8.1414 -3.5206 -0.3965
C -7.0962 -2.5079 0.1886
C -7.7124 -1.1795 0.2762
O -6.7208 -2.9271 1.4633
H -9.1032 -3.4937 0.1158
H -7.7390 -4.5330 -0.3605
H -8.2123 -3.2947 -1.4605
H -6.2247 -2.4559 -0.4640
H -8.5933 -0.9488 0.8752
H -7.9747 -0.7828 -0.7046
H -6.9521 -0.5067 0.6728
H -7.5285 -3.2519 1.8679
C 0.0176 7.7416 4.4553
C 0.9231 7.3908 3.3386
O 2.0814 6.6307 3.6564
O -0.2511 6.6239 5.2557
H -0.8196 8.2054 3.9337
H 0.3951 8.6088 4.9970
H 1.3456 8.3132 2.9401
H 0.4962 6.9787 2.4243
H 1.7814 5.7546 3.9093
H -0.6982 6.0471 4.6321
C -4.6595 -2.2406 -7.5121
C -4.1380 -3.5805 -7.9194
O -4.0594 -3.7408 -9.3489
O -5.9772 -2.0024 -7.8474
H -4.0202 -1.4932 -7.9819
H -4.6432 -2.1899 -6.4234
H -4.6791 -4.4436 -7.5318
H -3.0876 -3.6885 -7.6492
H -3.2167 -3.3507 -9.5922
H -6.0481 -1.7286 -8.7648
C -1.1294 -7.8144 6.2370
C 0.0239 -7.2027 5.4508
O -0.3449 -5.9674 4.8473
O -2.4055 -7.2260 6.0943
H -0.7131 -7.7976 7.2442
H -1.2978 -8.8345 5.8916
H 0.1777 -7.8633 4.5976
H 0.9310 -7.2042 6.0552
H 0.3112 -5.5226 4.3058
H -2.9209 -7.8752 6.5785
C 5.0609 -2.6554 4.2227
C 5.6247 -3.9844 3.6510
O 5.8810 -3.8184 2.2881
O 3.6963 -2.6084 3.9992
H 5.6266 -1.7540 3.9872
H 4.9675 -2.7124 5.3072
H 4.9324 -4.8258 3.6213
H 6.4964 -4.3352 4.2035
H 6.4957 -3.0831 2.2320
H 3.4500 -2.0085 3.2914
C -3.2513 -0.3137 7.1695
C -2.1890 -1.3417 7.6624
O -2.6548 -2.6121 7.3725
O -3.5539 -0.6389 5.8190
H -2.9802 0.7232 7.3683
H -4.1280 -0.5766 7.7614
H -2.1300 -1.1552 8.7347
H -1.1633 -1.1437 7.3513
H -2.2817 -3.1354 8.0856
H -4.2198 0.0114 5.5837
C -6.1329 5.5244 2.5616
C -6.9004 4.7750 3.6386
O -6.8718 3.3615 3.5018
O -4.7292 5.2213 2.5914
H -6.2983 6.5754 2.7990
H -6.6337 5.5892 1.5956
H -7.9305 5.1302 3.6118
H -6.4849 5.0948 4.5942
H -7.7005 3.0663 3.1176
H -4.3580 5.4068 1.7257

[5]
Density functional theory data (the ωB97M-V functional and the def2-TZVPD basis) for a structure of composition C29H20BrN5O5V.

The LUMO energy (spin up / spin down) is -4.12 / -4.30 eV. Its spin multiplicity is 3. The calculation puts the HOMO energy (spin up / spin down) at -10.2103 / -10.2067 eV. The HOMO-LUMO gap (spin up / spin down) is 6.094 / 5.906 eV. The charge is +1.

Element x y z (Å)
V 0.2196 -0.3169 0.1646
O -0.0369 -1.9856 6.7133
C 0.9297 -1.3969 6.2199
O 1.9615 -0.8866 6.6666
C 0.8282 -1.2784 4.6558
C 1.8446 -0.6525 3.9423
C 1.7268 -0.5632 2.5710
N 0.6385 -1.0419 1.9465
C -0.3216 -1.7027 2.6139
C -0.2560 -1.8347 3.9857
C -1.3132 -2.2926 1.7057
C -2.4232 -3.0009 2.1363
C -3.2727 -3.5476 1.1892
C -2.9898 -3.3668 -0.1563
C -1.8724 -2.6321 -0.5065
N -1.0422 -2.1087 0.3961
C 2.7187 -0.0369 1.6270
C 3.9649 0.4354 2.0076
C 4.8440 0.8630 1.0275
C 4.4516 0.8113 -0.3025
C 3.1884 0.3408 -0.6035
N 2.3358 -0.0848 0.3318
H 2.6862 -0.2835 4.5153
H -0.9884 -2.3571 4.5887
H -2.6115 -3.1203 3.1932
H -4.1444 -4.1080 1.4979
H -3.6219 -3.7838 -0.9264
H -1.6274 -2.4600 -1.5468
H 4.2378 0.4586 3.0523
H 5.8242 1.2308 1.2981
H 5.1086 1.1327 -1.0972
H 2.8415 0.3035 -1.6284
Br -4.0166 7.0327 0.2461
C -3.1107 5.3825 0.2943
C -3.8463 4.2035 0.3357
C -3.1791 2.9947 0.3654
C -1.7847 2.9697 0.3618
C -1.0576 4.1590 0.3320
C -1.7210 5.3693 0.2915
C -1.0842 1.6860 0.3983
O -1.6916 0.5771 0.3099
O 0.2016 1.6272 0.4796
H -4.9261 4.2406 0.3486
H -3.7289 2.0640 0.3984
H 0.0232 4.1258 0.3477
H -1.1723 6.2999 0.2650
N 0.0977 -0.5618 -6.9412
C 0.8757 -1.2537 -6.0826
O 1.7435 -2.0229 -6.4284
C 0.6346 -1.0302 -4.6027
C 1.2521 -1.9260 -3.7350
C 1.1020 -1.7610 -2.3754
N 0.3728 -0.7628 -1.8547
C -0.2352 0.0948 -2.6851
C -0.1203 0.0026 -4.0581
H 0.2402 -0.7166 -7.9262
H -0.6818 0.0006 -6.6573
H 1.8498 -2.7290 -4.1428
H 1.5732 -2.4296 -1.6653
H -0.8276 0.8812 -2.2323
H -0.6116 0.7490 -4.6656

[6]
Density functional theory data (the ωB97M-V functional and the def2-TZVPD basis) for a structure of composition C18H14MnN3O7S2.

The LUMO energy (spin up / spin down) is -3.69 / -3.69 eV. Its spin multiplicity is 2. The calculation puts the HOMO energy (spin up / spin down) at -12.2614 / -11.7112 eV. The HOMO-LUMO gap (spin up / spin down) is 8.573 / 8.018 eV. The charge is +1.

Element x y z (Å)
Mn 0.6203 1.3419 0.5786
O -2.9941 0.6415 1.7998
C -2.0414 0.6161 1.1002
N -0.6947 0.2198 1.6007
C -0.4083 -1.2113 1.3233
C 1.0264 -1.4223 0.8870
C 1.6569 -2.6364 1.0672
C 2.9457 -2.8002 0.5771
C 3.5586 -1.7405 -0.0710
C 2.8661 -0.5500 -0.1976
N 1.6255 -0.3917 0.2667
C -2.0033 0.9417 -0.3623
C -3.1739 0.9455 -1.0901
C -3.1112 1.3026 -2.4319
C -1.8846 1.6396 -2.9762
C -0.7544 1.6101 -2.1699
N -0.8102 1.2703 -0.8868
H -1.0671 -1.5142 0.5047
H -0.6668 -1.8044 2.1998
H 1.1520 -3.4396 1.5867
H 3.4631 -3.7406 0.7084
H 4.5624 -1.8227 -0.4609
H 3.3126 0.3168 -0.6675
H -4.1041 0.6873 -0.6039
H -4.0080 1.3232 -3.0352
H -1.7932 1.9326 -4.0121
H 0.2194 1.8846 -2.5534
O 1.0719 0.4459 4.6841
S 0.7539 1.2022 3.5313
O -0.6382 0.4815 2.9962
O 1.6581 1.2016 2.4033
C 0.4363 2.8710 3.9863
C 0.3386 3.0679 5.3574
C 0.3128 4.3560 5.8712
C 0.4164 5.4347 5.0158
C 0.4968 5.2387 3.6407
C 0.5029 3.9644 3.1021
S 0.3232 3.8858 1.3120
O -0.0003 5.2069 0.8966
O -0.7375 2.8645 1.1789
O 1.5133 3.2871 0.6665
H 0.3139 2.2127 6.0166
H 0.2310 4.5029 6.9390
H 0.4184 6.4436 5.4052
H 0.5222 6.0795 2.9632

[7]
Density functional theory data (the ωB97M-V functional and the def2-TZVPD basis) for a structure of composition C10H41B2HgO6.

The LUMO energy (spin up / spin down) is -9.23 / -11.25 eV. Its spin multiplicity is 2. The calculation puts the HOMO energy (spin up / spin down) at -14.8145 / -14.8131 eV. The HOMO-LUMO gap (spin up / spin down) is 5.580 / 3.563 eV. The charge is +2.

Element x y z (Å)
Hg 3.6608 0.5757 0.4434
O 2.0945 -3.0152 2.0914
H 2.8671 -3.4101 1.6807
H 2.0893 -3.2991 3.0085
H 2.2172 -2.0648 2.0343
O 0.8244 3.2885 -1.0761
H 1.1834 2.4492 -0.7787
H 1.1515 3.9814 -0.4978
H -0.1297 3.3420 -1.1675
B 3.8488 2.9598 0.7974
H 4.5608 2.6040 0.0689
H 4.2027 2.6011 1.7516
H 3.9780 4.0302 0.8403
H 2.8224 2.6940 0.5973
B 2.8651 -0.3542 2.4874
H 3.0785 0.6979 2.3788
H 2.2594 -0.6380 3.3341
H 2.2951 -0.6408 1.6173
H 3.7540 -0.9645 2.5283
C 0.7104 -0.2272 -0.7218
O 1.7005 0.7607 -0.7569
H 0.8602 -1.0867 -0.0684
H -0.1650 0.1762 -0.2129
H 0.4226 -0.6196 -1.6972
C -2.1374 -0.5552 -3.4947
C -1.5449 0.6921 -4.1768
C -0.4593 0.4655 -5.3204
O -2.5615 1.4241 -4.7634
H -2.5438 -0.2796 -2.5216
H -1.3973 -1.3192 -3.2565
H -2.8709 -1.0526 -4.1293
H -0.9706 1.2240 -3.4183
H -0.9560 0.0408 -6.1928
H 0.2715 -0.2928 -5.0393
H 0.0483 1.3779 -5.6333
H -2.9124 0.8244 -5.4259
C -1.8861 -2.6117 0.9092
C -2.5322 -3.6175 0.0378
C -2.6926 -3.0901 -1.3671
O -1.8097 -4.7837 -0.1081
H -1.5573 -3.1004 1.8264
H -2.6502 -1.8844 1.1837
H -0.9699 -2.2027 0.4832
H -3.4115 -3.8705 0.6301
H -3.0772 -3.9414 -1.9289
H -1.7099 -2.8927 -1.7954
H -3.3005 -2.2101 -1.5773
H -1.9502 -5.1541 -0.9825
C -1.8920 2.1858 3.6548
C -0.7026 1.3843 3.1055
C 0.2788 2.3854 2.4345
O 0.0881 0.6789 4.0724
H -2.5208 2.6163 2.8755
H -1.5653 2.9627 4.3461
H -2.5448 1.4971 4.1912
H -1.0643 0.8156 2.2488
H -0.2161 2.7839 1.5489
H 1.2747 2.0119 2.1961
H 0.3998 3.2725 3.0562
H 0.8941 0.3750 3.6486

[8]
Density functional theory data (the ωB97M-V functional and the def2-TZVPD basis) for a cluster of 2 separate species, C7H9IOS in total.

The LUMO energy (spin up / spin down) is 0.46 / 0.43 eV. The calculation puts the HOMO energy (spin up / spin down) at -7.5445 / -7.3727 eV. The HOMO-LUMO gap (spin up / spin down) is 8.004 / 7.802 eV. The charge is 0.

Element x y z (Å)
C -1.4460 -0.2816 0.0468
C -1.9263 0.1670 -1.1389
C -0.5760 -1.3973 -0.0922
C -0.4308 -1.7519 -1.3973
C 0.0906 -2.0699 1.0615
C 1.2561 2.8261 -1.0636
C 2.2443 1.0358 0.0255
O 1.9625 1.7533 -0.9998
S -1.3276 -0.7483 -2.4651
I 3.5561 -0.5559 -0.2825
H -1.7081 0.1508 0.9972
H -2.6004 0.9803 -1.3208
H 0.9780 -1.5127 1.3635
H -0.5827 -2.1135 1.9159
H 0.3997 -3.0769 0.7963
H 1.1106 3.2375 -2.0416
H 0.1629 -2.5499 -1.7937
H 0.8101 3.2698 -0.1888
H 1.9760 1.3047 1.0332

These records have strongest force on any atom values of 4.9; 3.4; 3.1; 9.5; 0.9; 0.9; 5.4; 1.7 eV/A, in the order they appear.